No. 1
This record from OMol25 describes C5H8N2O in the gas phase in a non-equilibrium geometry. The level of theory is the ωB97M-V functional and the def2-TZVPD basis.

The energy above the lowest of the compared OMol25 structures with the same formula, charge and spin comes out at 114.71 kcal/mol. The energy comes out at -10337.752 eV. The value obtained for the HOMO energy is -8.009 eV. The largest force on an atom comes out at 4.92 eV Å⁻¹. The value obtained for the HOMO-LUMO gap is 8.64 eV. Its LUMO energy is 0.63 eV. Its SMILES is C/C(N)=C1\C=NOC1.

Structure (XYZ):
```
16
C5H8N2O (the ωB97M-V functional and the def2-TZVPD basis)
C -0.875 2.030 0.949
C -0.797 0.485 1.019
N -0.674 0.074 2.334
C -0.107 -0.163 0.060
C -0.040 0.478 -1.350
N 0.724 -0.199 -2.131
O 1.068 -1.475 -1.509
C 0.787 -1.459 -0.104
H -1.795 2.515 1.658
H -0.911 2.234 -0.237
H 0.112 2.654 1.245
H -0.330 -0.870 2.576
H -1.454 0.521 2.949
H -0.291 1.495 -1.464
H 1.765 -1.633 0.367
H 0.209 -2.473 0.130
```

Atomic partial charges in e from the natural (NBO) method, atoms 1 to 5: -0.642 0.165 -0.822 -0.146 0.002

=====

No. 2
This record from OMol25 describes a gas-phase ion, C4H10N2 (charge -1) in a non-equilibrium geometry. The level of theory is the ωB97M-V functional and the def2-TZVPD basis.

The energy above the lowest of the compared OMol25 structures with the same formula, charge and spin comes out at 30.05 kcal/mol. The energy comes out at -7287.157 eV. The value obtained for the HOMO energy (alpha / beta) is 1.044 / -4.302 eV. The largest force on an atom comes out at 5.34 eV Å⁻¹. Its spin multiplicity is 2. The value obtained for the HOMO-LUMO gap (alpha / beta) is 3.52 / 8.67 eV. As for the expectation value of S²: 0.751. Its LUMO energy (alpha / beta) is 4.56 / 4.37 eV. As for the net charge: -1.

Structure (XYZ):
```
16
C4H10N2 (the ωB97M-V functional and the def2-TZVPD basis)
C -1.340 0.117 -0.586
C -0.031 -0.546 -0.355
C 0.991 0.441 0.043
C 2.184 0.608 -0.483
N 0.733 0.988 1.357
N -2.405 -0.874 -0.096
H -1.628 0.200 -1.544
H -1.473 1.091 -0.036
H -0.023 -1.239 0.535
H 0.323 -1.167 -1.231
H 2.896 1.462 -0.410
H 2.517 0.161 -1.369
H 0.164 0.304 1.918
H 1.695 0.996 1.631
H -1.986 -1.713 -0.276
H -2.617 -0.828 0.904
```

Atomic partial charges in e from the natural (NBO) method, atoms 1 to 5: -0.219 -0.738 0.070 -0.688 -0.924

=====

No. 3
This record from OMol25 describes a molecular structure, C48H42AsO2P2S5Tc in a non-equilibrium geometry. The level of theory is the ωB97M-V functional and the def2-TZVPD basis.

The energy above the lowest of the compared OMol25 structures with the same formula, charge and spin comes out at 13.79 kcal/mol. The energy comes out at -190339.599 eV. The value obtained for the HOMO energy (alpha / beta) is -10.301 / -10.456 eV. The largest force on an atom comes out at 2.13 eV Å⁻¹. Its spin multiplicity is 4. The value obtained for the HOMO-LUMO gap (alpha / beta) is 7.54 / 6.37 eV. As for the expectation value of S²: 3.779. Its LUMO energy (alpha / beta) is -2.76 / -4.08 eV. As for the net charge: +1.

Structure (XYZ):
```
101
C48H42AsO2P2S5Tc (the ωB97M-V functional and the def2-TZVPD basis)
Tc -0.185 0.342 0.178
S -0.613 -2.017 0.810
P -0.793 -2.282 -1.223
C -0.635 -0.634 -1.642
P -0.035 0.373 -2.884
S 0.474 1.944 -1.668
C -1.242 0.981 -4.069
C -2.340 1.678 -3.563
C -3.269 2.227 -4.431
C -3.094 2.099 -5.805
C -1.988 1.431 -6.312
C -1.055 0.876 -5.446
C 1.334 -0.207 -3.895
C 2.467 0.584 -4.073
C 3.486 0.146 -4.911
C 3.371 -1.072 -5.567
C 2.238 -1.859 -5.397
C 1.218 -1.427 -4.563
C 0.433 -3.478 -1.789
C 1.754 -3.083 -1.996
C 2.722 -4.024 -2.311
C 2.376 -5.366 -2.419
C 1.062 -5.765 -2.220
C 0.088 -4.826 -1.904
C -2.363 -3.058 -1.629
C -2.709 -3.182 -2.974
C -3.904 -3.787 -3.328
C -4.749 -4.280 -2.338
C -4.407 -4.154 -0.999
C -3.215 -3.536 -0.639
H -2.438 1.816 -2.495
H -4.123 2.763 -4.033
H -3.818 2.535 -6.484
H -1.846 1.348 -7.383
H -0.193 0.355 -5.845
H 2.552 1.530 -3.552
H 4.368 0.758 -5.052
H 4.170 -1.413 -6.215
H 2.151 -2.808 -5.912
H 0.333 -2.041 -4.432
H 2.023 -2.040 -1.940
H 3.746 -3.709 -2.475
H 3.132 -6.103 -2.663
H 0.790 -6.811 -2.311
H -0.934 -5.145 -1.746
H -2.049 -2.797 -3.748
H -4.176 -3.881 -4.372
H -5.679 -4.761 -2.616
H -5.073 -4.526 -0.230
H -2.956 -3.415 0.405
O 2.769 -0.436 -0.325
C 1.693 -0.170 -0.137
O -1.983 0.884 0.609
C -3.277 1.369 0.907
C -3.445 1.352 2.423
C -3.837 2.338 3.274
C -3.964 1.885 4.627
C -3.683 0.561 4.758
S -3.261 -0.144 3.257
C -3.447 2.785 0.371
C -4.522 3.347 -0.242
C -4.328 4.730 -0.551
C -3.109 5.184 -0.161
S -2.187 3.938 0.564
C -4.372 0.471 0.342
C -5.575 0.188 0.918
C -6.425 -0.596 0.082
C -5.840 -0.899 -1.106
S -4.267 -0.239 -1.214
H -4.041 3.353 2.955
H -4.262 2.521 5.452
H -3.696 -0.038 5.659
H -5.431 2.798 -0.458
H -5.071 5.351 -1.036
H -2.690 6.174 -0.275
H -5.855 0.534 1.905
H -7.419 -0.919 0.365
H -6.233 -1.490 -1.923
C 1.501 3.267 1.953
As 0.802 1.497 2.303
C 2.426 0.639 2.928
C -0.207 1.698 3.968
C 0.531 2.491 5.003
C 1.357 1.868 5.935
C 2.035 2.614 6.891
C 1.892 3.995 6.927
C 1.061 4.625 6.008
C 0.386 3.876 5.054
H 2.004 3.627 2.846
H 0.702 3.948 1.671
H 2.211 3.190 1.131
H 2.829 1.210 3.759
H 3.158 0.616 2.123
H 2.218 -0.381 3.246
H -0.421 0.687 4.299
H -1.144 2.174 3.698
H 1.457 0.787 5.926
H 2.671 2.114 7.613
H 2.414 4.576 7.677
H 0.933 5.700 6.038
H -0.273 4.369 4.344
```

Atomic partial charges in e from the Löwdin method, atoms 1 to 5: 0.877 0.380 0.536 -0.684 0.540

=====

No. 4
This record from OMol25 describes a molecular structure, C21H19Cl2N6O4Re. The level of theory is the ωB97M-V functional and the def2-TZVPD basis.

The energy above the lowest of the compared OMol25 structures with the same formula, charge and spin comes out at 275.66 kcal/mol. The energy comes out at -66373.905 eV. The value obtained for the HOMO energy (alpha / beta) is -10.701 / -10.701 eV. The largest force on an atom comes out at 0.84 eV Å⁻¹. Its spin multiplicity is 2. The value obtained for the HOMO-LUMO gap (alpha / beta) is 6.88 / 5.55 eV. As for the expectation value of S²: 0.773. Its LUMO energy (alpha / beta) is -3.82 / -5.16 eV. As for the net charge: +1.

Structure (XYZ):
```
53
C21H19Cl2N6O4Re (the ωB97M-V functional and the def2-TZVPD basis)
Re 0.124 0.233 0.104
O 1.917 3.990 -3.456
C 0.812 3.474 -4.035
C 0.263 4.064 -5.172
C -0.870 3.541 -5.761
C -1.484 2.414 -5.226
C -0.947 1.828 -4.100
C 0.202 2.336 -3.482
C 0.705 1.646 -2.291
O -0.013 0.606 -1.883
N 1.810 1.986 -1.695
N 2.009 1.053 -0.686
C 3.160 0.551 -0.513
C 3.227 -0.730 0.191
C 4.402 -1.301 0.640
C 4.338 -2.571 1.196
C 3.119 -3.216 1.270
C 1.985 -2.567 0.794
N 2.044 -1.356 0.260
H 2.199 4.766 -3.952
H 0.740 4.943 -5.590
H -1.276 4.015 -6.645
H -2.370 2.001 -5.686
H -1.409 0.950 -3.672
H 4.026 0.975 -1.014
H 5.340 -0.769 0.556
H 5.236 -3.051 1.559
H 3.038 -4.211 1.684
H 1.003 -3.023 0.826
C 1.121 -1.154 5.160
O 1.468 -0.701 3.841
C 0.491 -0.190 3.090
O 0.965 0.255 1.964
N -0.724 -0.193 3.537
N -0.857 1.502 0.479
H 2.050 -1.502 5.599
H 0.396 -1.965 5.106
H 0.710 -0.334 5.746
H -2.831 0.429 3.599
H -1.753 1.990 3.358
H -3.143 1.581 2.069
Cl -2.131 0.844 2.583
C -2.914 -0.800 1.576
C -4.182 -1.144 1.974
C -4.802 -2.252 1.395
C -4.128 -2.999 0.445
C -2.834 -2.653 0.076
Cl -2.000 -3.603 -1.096
C -2.201 -1.525 0.624
N -0.916 -1.198 0.242
H -4.715 -0.572 2.732
H -5.804 -2.533 1.690
H -4.593 -3.862 -0.010
```

Atomic partial charges in e from the natural (NBO) method, atoms 1 to 5: 1.619 -0.646 0.439 -0.322 -0.144